No. 1
Computed, not measured: a 5-piece molecular cluster, C13H31NO7S6 overall at a distorted geometry, with ωB97M-V with the def2-TZVPD basis set.

Summary:
- multiplicity = 1
- HOMO energy (eV) = -8.8898
- lowest unoccupied orbital energy (eV) = 0.522
- energy (Ha) = -3484.3566
- frontier orbital gap (eV) = 9.412
- total charge = 0

Atoms and positions in Å:
O: 3.20221 -1.91122 2.02650
S: 1.92256 -1.26946 1.99945
O: 1.27876 -1.00483 3.25309
C: 0.82229 -2.16311 0.93602
C: -0.48072 -1.39311 0.75419
N: -1.32195 -1.48463 1.96787
C: -2.46812 -1.15018 2.01252
S: -3.95825 -0.64533 2.07333
C: -0.24027 0.04755 0.31402
C: 0.80866 0.81873 1.09457
O: 2.06556 0.08906 1.20595
H: 1.33744 -2.20782 -0.02522
H: 0.69126 -3.16462 1.34140
H: -1.03486 -1.89095 -0.04551
H: 0.06123 0.01604 -0.73508
H: -1.16138 0.62921 0.33957
H: 1.05144 1.72608 0.54417
H: 0.48009 1.12264 2.08919
C: 1.36044 -2.57376 -4.76962
S: 1.93642 -2.67011 -3.07428
O: 1.04595 -1.78681 -2.26269
C: 3.47056 -1.78225 -3.30782
H: 0.37888 -3.04095 -4.81118
H: 1.28976 -1.52764 -5.06719
H: 2.05392 -3.11339 -5.41406
H: 3.26807 -0.78535 -3.69804
H: 4.11659 -2.33526 -3.98919
H: 3.95646 -1.69834 -2.33894
C: 5.87195 -1.18392 -0.02011
S: 6.89960 -0.09348 -1.00576
O: 6.33250 -0.08770 -2.38380
C: 8.34038 -1.16628 -1.04105
H: 4.89409 -0.71917 0.09112
H: 5.77223 -2.14542 -0.52496
H: 6.31803 -1.31585 0.96499
H: 8.06561 -2.12501 -1.48077
H: 8.71559 -1.29984 -0.02662
H: 9.09763 -0.68013 -1.65246
C: -2.50263 3.04245 -3.71144
S: -2.55264 2.91778 -1.92126
O: -1.37404 2.10019 -1.51980
C: -3.97885 1.83182 -1.83257
H: -1.63896 3.64988 -3.97321
H: -2.39990 2.04506 -4.13846
H: -3.41346 3.52485 -4.06582
H: -3.77190 0.91957 -2.39200
H: -4.85131 2.34596 -2.23551
H: -4.14580 1.59416 -0.78327
C: -7.47555 1.77868 6.02932
S: -7.09500 3.03359 4.80037
O: -7.82967 2.66144 3.56335
C: -5.38568 2.54348 4.55278
H: -8.52732 1.88226 6.28728
H: -7.29173 0.79190 5.60484
H: -6.86127 1.93992 6.91516
H: -5.34964 1.50145 4.23498
H: -4.82496 2.68203 5.47723
H: -4.97030 3.18012 3.77441


No. 2
Computed, not measured: C20H27CaMnN5O7 as an isolated structure at a distorted geometry, with ωB97M-V with the def2-TZVPD basis set.

Summary:
- multiplicity = 7
- HOMO energy (alpha / beta) (eV) = -9.8519 / -9.8535
- lowest unoccupied orbital energy (alpha / beta) (eV) = -6.064 / -6.238
- energy (Ha) = -3406.9533
- ⟨S²⟩ = 12.00
- frontier orbital gap (alpha / beta) (eV) = 3.787 / 3.616
- total charge = +1

Atoms and positions in Å:
Ca: -7.01690 2.96652 13.54230
Mn: -3.74363 4.41854 14.92885
O: -5.36047 3.30073 15.11458
H: -5.36430 3.11825 16.07438
N: -3.84002 2.93232 12.08139
O: -3.17001 2.48643 11.23155
O: -5.09525 2.98115 11.94069
O: -3.32595 3.37413 13.08233
C: -2.05454 5.69534 10.25875
C: -3.29830 5.72692 9.43800
C: -4.62769 5.71684 10.18316
O: -5.18036 6.91051 9.83030
C: -4.42725 7.63286 8.98680
O: -4.61392 8.66330 8.42047
O: -3.26590 6.92013 8.72417
H: -1.08778 6.00894 9.86488
H: -1.80346 4.67695 10.55530
H: -2.28523 6.36832 11.08456
H: -3.33731 4.95560 8.66882
H: -4.61801 5.61114 11.26798
H: -5.34859 5.01646 9.76143
N: -4.22360 2.32933 8.41262
C: -5.60442 2.33926 8.60442
C: -6.10069 3.09258 7.57822
C: -5.03015 3.41681 6.67446
C: -3.84581 2.96728 7.25558
H: -3.55958 2.00934 9.10312
H: -5.97768 1.95422 9.54188
H: -7.13348 3.39297 7.48069
H: -5.14643 4.03106 5.79379
H: -2.80069 2.91511 6.98837
N: -3.14451 -3.48556 10.91439
C: -2.81279 -2.15759 10.72621
C: -3.76198 -1.34849 11.37241
C: -4.70449 -2.23031 11.98521
C: -4.34066 -3.53236 11.57217
H: -2.66965 -4.27580 10.50192
H: -1.94385 -1.85658 10.15989
H: -3.74475 -0.27218 11.28490
H: -5.58565 -1.97734 12.55614
H: -4.79748 -4.48925 11.77732
N: 0.03788 1.79921 6.79703
C: -0.51594 1.37011 7.91134
C: -0.55025 2.34916 8.83700
C: -0.15759 3.53813 8.21787
C: 0.26850 3.14552 6.92551
H: 0.21233 1.28197 5.94725
H: -0.96799 0.39141 7.84665
H: -0.96149 2.23748 9.82938
H: -0.01188 4.52397 8.63414
H: 0.84863 3.73402 6.23016
N: -1.08406 0.90122 12.46683
C: -0.10635 0.19253 11.76076
C: 0.92249 -0.02362 12.68657
C: 0.52352 0.46287 13.94011
C: -0.71091 1.01856 13.77108
H: -1.97756 1.23156 12.13121
H: -0.11891 -0.01585 10.70112
H: 1.90861 -0.42858 12.51344
H: 1.09150 0.43402 14.85824
H: -1.39275 1.49804 14.45781


> The highest multiplicity belongs to which entry?

C20H27CaMnN5O7